w | This record from OMol25 describes C40H56Cl3GaN2O3S as an isolated structure. The level of theory is the ωB97M-V functional and the def2-TZVPD basis.

The geometry in XYZ format:
```
106
C40H56Cl3GaN2O3S | OMol25 | the ωB97M-V functional and the def2-TZVPD basis
Ga 0.845 1.692 0.709
C 3.101 0.843 0.005
C 2.969 -0.440 -0.454
C 1.947 -0.418 -1.522
C 1.543 0.879 -1.676
C 2.209 1.777 -0.720
C 2.741 3.144 -1.183
C 3.898 2.875 -2.152
C 3.251 3.969 -0.001
C 1.653 3.939 -1.901
C 1.315 -1.533 -2.353
C 2.353 -2.400 -3.079
C 0.392 -2.378 -1.462
C 0.430 -0.932 -3.455
C 3.934 -1.528 0.041
C 4.589 -1.104 1.368
C 3.333 -2.917 0.290
C 5.065 -1.639 -0.999
H 3.820 1.176 0.738
H 0.845 1.232 -2.418
H 4.703 2.323 -1.664
H 4.308 3.817 -2.517
H 3.561 2.297 -3.013
H 4.055 3.456 0.531
H 2.448 4.192 0.711
H 3.649 4.921 -0.352
H 1.280 3.418 -2.784
H 2.051 4.898 -2.235
H 0.814 4.148 -1.233
H 2.995 -2.970 -2.416
H 2.988 -1.782 -3.716
H 1.835 -3.114 -3.721
H 0.913 -2.856 -0.635
H -0.090 -3.157 -2.057
H -0.398 -1.743 -1.048
H 0.999 -0.278 -4.117
H -0.421 -0.379 -3.051
H 0.024 -1.741 -4.063
H 3.846 -0.882 2.142
H 5.240 -0.238 1.253
H 5.210 -1.921 1.734
H 2.626 -2.921 1.123
H 4.141 -3.598 0.564
H 2.839 -3.341 -0.574
H 5.548 -0.670 -1.137
H 4.706 -1.975 -1.969
H 5.817 -2.349 -0.652
C -2.023 4.439 -0.529
C -2.131 4.806 0.956
C -1.065 3.956 1.643
O -0.712 2.909 0.666
C -1.619 2.985 -0.487
H -1.259 5.035 -1.026
H -2.962 4.577 -1.061
H -3.120 4.569 1.346
H -1.951 5.865 1.122
H -1.426 3.456 2.540
H -0.150 4.502 1.863
H -2.473 2.336 -0.286
H -1.069 2.624 -1.355
C 1.334 1.747 4.722
C 1.962 2.461 3.579
C 3.199 3.247 3.803
O 1.445 2.414 2.454
H 2.080 1.404 5.438
H 0.712 0.924 4.377
H 0.699 2.469 5.248
H 3.081 3.885 4.681
H 3.465 3.835 2.929
H 4.006 2.548 4.046
Cl -3.684 -6.877 -1.619
C -3.780 -5.437 -0.679
C -2.634 -4.698 -0.434
C -2.738 -3.526 0.291
C -3.956 -3.064 0.785
C -4.074 -1.753 1.517
C -3.046 -1.535 2.632
N -1.710 -1.118 2.178
C -0.531 -1.805 2.365
C 0.462 -1.016 1.888
N -0.109 0.151 1.412
C -1.423 0.049 1.606
O -4.093 -0.566 0.706
C -3.738 -0.643 -0.676
C -4.777 -1.299 -1.532
C -4.505 -2.077 -2.618
Cl -2.947 -2.429 -3.255
S -5.913 -2.685 -3.376
C -6.906 -1.881 -2.239
C -6.182 -1.182 -1.327
C -5.082 -3.864 0.561
Cl -6.635 -3.437 1.203
C -5.005 -5.035 -0.173
H -1.683 -5.032 -0.823
H -1.837 -2.946 0.447
H -5.029 -1.760 2.041
H -2.924 -2.444 3.216
H -3.413 -0.751 3.294
H -0.508 -2.783 2.813
H 1.521 -1.186 1.837
H -2.172 0.784 1.369
H -2.772 -1.135 -0.824
H -3.624 0.405 -0.969
H -7.978 -1.970 -2.306
H -6.622 -0.616 -0.519
H -5.892 -5.628 -0.346
```

- Total charge: +2
- HOMO: -12.556 eV
- Kohn-Sham gap: 7.02 eV

Results of the Löwdin charge analysis, in e, for atoms 1 through 2: Ga 0.662; C -0.063

=====

x | This record from OMol25 describes C40H56Cl3GaN2O3S as an isolated structure. The level of theory is the ωB97M-V functional and the def2-TZVPD basis.

The geometry in XYZ format:
```
106
C40H56Cl3GaN2O3S | OMol25 | the ωB97M-V functional and the def2-TZVPD basis
Ga -0.243 0.853 1.915
C 2.235 0.275 2.257
C 2.693 -0.385 1.149
C 2.354 0.451 -0.031
C 1.754 1.584 0.435
C 1.597 1.563 1.899
C 1.912 2.826 2.724
C 3.415 3.099 2.587
C 1.566 2.629 4.201
C 1.125 4.025 2.197
C 2.502 0.212 -1.533
C 3.939 -0.112 -1.960
C 1.520 -0.887 -1.964
C 2.104 1.472 -2.317
C 3.556 -1.645 1.299
C 3.365 -2.268 2.691
C 3.288 -2.770 0.291
C 5.030 -1.205 1.209
H 2.389 -0.036 3.278
H 1.452 2.419 -0.176
H 4.004 2.275 2.992
H 3.683 4.005 3.133
H 3.697 3.238 1.543
H 2.074 1.760 4.626
H 0.487 2.520 4.349
H 1.883 3.500 4.776
H 1.348 4.234 1.149
H 1.380 4.920 2.765
H 0.047 3.868 2.305
H 4.318 -1.045 -1.557
H 4.618 0.688 -1.659
H 3.980 -0.189 -3.048
H 1.679 -1.832 -1.450
H 1.596 -1.061 -3.039
H 0.499 -0.551 -1.755
H 2.724 2.330 -2.053
H 1.053 1.734 -2.170
H 2.238 1.284 -3.383
H 2.321 -2.532 2.883
H 3.714 -1.615 3.492
H 3.947 -3.187 2.753
H 2.265 -3.148 0.357
H 3.952 -3.605 0.517
H 3.473 -2.484 -0.738
H 5.257 -0.483 1.995
H 5.269 -0.745 0.254
H 5.682 -2.070 1.341
C -2.518 4.094 0.595
C -3.579 3.552 1.555
C -2.832 2.502 2.355
O -1.764 2.031 1.445
C -1.748 2.850 0.217
H -1.866 4.808 1.097
H -2.949 4.577 -0.279
H -4.408 3.104 1.006
H -3.983 4.324 2.206
H -3.429 1.634 2.624
H -2.345 2.908 3.240
H -2.245 2.272 -0.564
H -0.708 3.018 -0.050
C -0.027 -1.367 4.728
C -0.760 -0.077 4.754
C -1.214 0.472 6.051
O -1.015 0.547 3.709
H 0.620 -1.469 5.599
H 0.538 -1.492 3.808
H -0.775 -2.164 4.797
H -1.645 -0.311 6.676
H -1.909 1.296 5.919
H -0.322 0.832 6.578
Cl -0.002 -4.588 -6.365
C -1.015 -3.849 -5.184
C -0.453 -3.285 -4.051
C -1.279 -2.666 -3.131
C -2.660 -2.590 -3.305
C -3.544 -1.866 -2.320
C -3.475 -2.412 -0.887
N -2.280 -1.993 -0.142
C -1.233 -2.787 0.271
C -0.379 -1.983 0.950
N -0.903 -0.702 0.958
C -2.053 -0.755 0.287
O -3.376 -0.445 -2.214
C -2.463 0.241 -3.074
C -2.786 0.127 -4.529
C -1.849 0.030 -5.515
Cl -0.141 0.050 -5.310
S -2.534 -0.099 -7.077
C -4.113 -0.014 -6.424
C -4.103 0.110 -5.071
C -3.195 -3.212 -4.437
Cl -4.906 -3.269 -4.720
C -2.386 -3.828 -5.378
H 0.618 -3.316 -3.906
H -0.821 -2.201 -2.270
H -4.577 -2.039 -2.623
H -3.499 -3.499 -0.895
H -4.340 -2.054 -0.329
H -1.186 -3.836 0.035
H 0.568 -2.209 1.407
H -2.727 0.063 0.106
H -1.432 -0.082 -2.902
H -2.543 1.282 -2.749
H -4.967 -0.061 -7.079
H -4.999 0.175 -4.470
H -2.824 -4.288 -6.252
```

- Total charge: +2
- HOMO: -12.528 eV
- Kohn-Sham gap: 6.92 eV

Results of the Löwdin charge analysis, in e, for atoms 1 through 2: Ga 0.659; C -0.062

=====

The structure with the most favorable energy is x; the runner-up is 6.2 kcal/mol above it.

=====

w | This record from OMol25 describes a 2-piece molecular cluster, C4H6N4S overall. The level of theory is the ωB97M-V functional and the def2-TZVPD basis.

The geometry in XYZ format:
```
15
C4H6N4S | OMol25 | the ωB97M-V functional and the def2-TZVPD basis
C 0.287 -1.602 0.529
C 0.446 -0.300 0.217
C -2.028 1.285 -0.501
C -0.279 0.715 0.867
N -2.147 0.000 -0.973
N -2.821 1.411 0.610
N -2.949 -0.584 -0.179
N -3.360 0.271 0.774
S -1.417 2.578 -1.482
H 0.865 -2.375 0.053
H -0.430 -1.911 1.271
H 1.148 -0.007 -0.552
H -0.872 0.451 1.730
H 0.031 1.744 0.796
H -1.077 1.758 -2.479
```

- HOMO (spin up / spin down): -8.827 / -8.829 eV
- Kohn-Sham gap (spin up / spin down): 6.71 / 6.72 eV

Results of the Löwdin charge analysis, in e, for atoms 1 through 2: C 0.096; C -0.211

=====

x | This record from OMol25 describes a single C4H6N4S molecule. The level of theory is the ωB97M-V functional and the def2-TZVPD basis.

The geometry in XYZ format:
```
15
C4H6N4S | OMol25 | the ωB97M-V functional and the def2-TZVPD basis
N 1.815 -0.034 0.990
C 0.632 -0.284 0.388
N 0.449 -1.560 -0.152
C -0.641 -1.842 -0.952
N -1.619 -1.059 -1.126
C -1.588 0.258 -0.643
S -2.825 1.358 -0.605
C -0.305 0.689 0.129
N -0.218 2.063 0.534
H 2.608 -0.303 0.463
H 1.798 0.895 1.326
H 0.742 -2.355 0.327
H -0.603 -2.910 -1.196
H -1.011 2.673 0.265
H 0.767 2.413 0.252
```

- HOMO: -7.682 eV
- Structure (SMILES): Nc1[nH]cnc(=S)c1N
- Kohn-Sham gap: 7.76 eV

Results of the Löwdin charge analysis, in e, for atoms 1 through 2: N 0.138; C -0.327

=====

The structure with the most favorable energy is x; the runner-up is 93.7 kcal/mol above it.

=====

w | This record from OMol25 describes a 2-piece molecular cluster, C7H15N overall. The level of theory is the ωB97M-V functional and the def2-TZVPD basis.

The geometry in XYZ format:
```
23
C7H15N | OMol25 | the ωB97M-V functional and the def2-TZVPD basis
C 1.291 0.820 0.682
C 1.217 -0.552 -0.013
C 2.400 -1.395 0.228
C 2.575 -2.465 0.956
C 0.044 1.641 0.336
N -1.226 1.009 0.541
C -1.854 0.332 -0.564
C -2.055 1.214 -1.818
H 1.368 0.614 1.756
H 2.206 1.336 0.371
H 0.991 -0.282 -1.058
H 0.321 -1.097 0.270
H -1.118 -2.184 1.683
H 1.729 -2.802 1.552
H 3.521 -2.992 0.986
H 0.043 2.524 0.997
H 0.180 2.095 -0.673
H -0.999 -1.577 1.250
H -2.833 0.054 -0.177
H -1.421 -0.636 -0.932
H -2.509 0.671 -2.664
H -1.110 1.655 -2.133
H -2.759 2.017 -1.576
```

- Total charge: -1
- HOMO (spin up / spin down): -1.626 / -1.558 eV
- 2S+1: 2
- Kohn-Sham gap (spin up / spin down): 5.57 / 4.73 eV

Results of the Löwdin charge analysis, in e, for atoms 1 through 2: C -0.230; C -0.274

=====

x | This record from OMol25 describes a 2-piece molecular cluster, C7H15N overall. The level of theory is the ωB97M-V functional and the def2-TZVPD basis.

The geometry in XYZ format:
```
23
C7H15N | OMol25 | the ωB97M-V functional and the def2-TZVPD basis
C 3.195 0.594 0.360
C 2.035 0.161 -0.574
C 1.326 -1.166 -0.285
C 0.138 -1.126 0.627
N -1.835 1.088 1.151
C -2.129 0.023 0.309
C -1.152 -0.888 -0.029
C -3.461 -0.265 -0.339
H 4.288 0.297 0.226
H 2.830 0.181 1.314
H 3.108 1.688 0.490
H 1.028 0.783 -0.482
H 2.292 0.395 -1.618
H 0.908 -1.522 -1.305
H 2.121 -1.971 0.016
H 0.268 -1.446 1.622
H 0.198 2.524 -0.434
H -1.850 1.977 0.651
H -0.811 0.963 1.041
H -1.122 -1.495 -0.906
H -3.313 0.092 -1.445
H -3.807 -1.336 -0.429
H -4.253 0.449 0.039
```

- Total charge: -1
- HOMO (spin up / spin down): -1.712 / -1.609 eV
- 2S+1: 2
- Kohn-Sham gap (spin up / spin down): 5.51 / 5.29 eV

Results of the Löwdin charge analysis, in e, for atoms 1 through 2: C -0.145; C -0.358

=====

The structure with the most favorable energy is w; the runner-up is 9.3 kcal/mol above it.

=====

w | This record from OMol25 describes a 3-piece molecular cluster, C4H16NO3 overall. The level of theory is the ωB97M-V functional and the def2-TZVPD basis.

The geometry in XYZ format:
```
24
C4H16NO3 | OMol25 | the ωB97M-V functional and the def2-TZVPD basis
C 1.408 1.867 0.188
C 1.413 0.352 0.011
C 1.417 -0.085 -1.496
C 0.321 -1.182 -1.835
O 0.452 -2.249 -0.858
N 0.183 -0.285 0.708
H 0.921 2.303 1.151
H 0.707 2.373 -0.599
H 2.397 2.205 -0.035
H 2.311 -0.050 0.662
H 1.264 0.741 -2.235
H 2.391 -0.578 -1.628
H -0.715 -0.739 -1.690
H 0.529 -1.609 -2.900
H 1.257 -2.688 -0.819
H 0.277 -1.321 0.645
H 0.130 0.080 1.775
H -0.794 -0.043 0.058
H -2.165 -0.717 3.162
H -1.879 0.887 3.606
O -1.487 0.101 3.219
H -3.164 0.345 -1.139
H -4.027 -0.008 0.226
O -3.144 0.299 -0.176
```

- Total charge: +1
- HOMO: -14.631 eV
- Kohn-Sham gap: 11.69 eV

Results of the Löwdin charge analysis, in e, for atoms 1 through 2: C -0.073; C -0.347

=====

x | This record from OMol25 describes a 4-piece molecular cluster, C4H16NO3 overall. The level of theory is the ωB97M-V functional and the def2-TZVPD basis.

The geometry in XYZ format:
```
24
C4H16NO3 | OMol25 | the ωB97M-V functional and the def2-TZVPD basis
C -0.948 1.984 1.616
C -1.219 0.753 0.716
C 0.013 0.143 0.099
C 1.028 -0.378 0.744
N 0.060 0.133 -1.396
H -1.545 2.830 1.295
H -1.136 1.636 2.627
H 0.100 2.276 1.560
H -1.667 -0.088 1.257
H -1.974 0.933 -0.053
H 1.132 -0.289 1.820
H 1.835 -1.000 0.366
H 0.568 0.863 -1.878
H -0.899 0.151 -1.741
H 0.578 -0.712 -1.672
H -0.040 -1.302 -4.580
H -0.366 -2.815 -4.323
O -0.275 -1.939 -3.923
H -1.371 -0.614 5.156
H -0.976 -1.971 4.786
O -1.714 -1.372 4.678
H 3.274 0.268 -3.115
H 2.881 0.521 -1.649
O 2.660 -0.013 -2.391
```

- Total charge: +1
- HOMO: -14.004 eV
- Kohn-Sham gap: 10.91 eV

Results of the Löwdin charge analysis, in e, for atoms 1 through 2: C -0.056; C -0.185

=====

The structure with the most favorable energy is x; the runner-up is 14.4 kcal/mol above it.